The molecule C4H8N2O in a non-equilibrium geometry. Source: the OMol25 dataset; level of theory: ωB97M-V with the def2-TZVPD basis set.

Structure (XYZ):
```
15
Properties=species:S:1:pos:R:3:forces:R:3
C 1.085 1.553 -0.447 -0.011 -0.014 -0.035
C 0.363 0.400 0.210 0.083 0.034 -0.380
O 0.024 0.737 1.521 -0.119 -0.116 0.114
C -0.930 -0.097 -0.520 0.216 0.372 -0.126
N -1.438 -1.180 0.240 0.799 -0.290 -0.172
C 1.217 -0.917 0.346 -0.576 -0.759 0.131
N 0.480 -1.883 0.423 -1.543 0.898 -0.112
H 1.958 1.835 0.146 -0.130 -0.064 -0.071
H 0.419 2.419 -0.520 0.074 -0.141 0.020
H 1.415 1.267 -1.450 -0.025 0.046 0.133
H -0.636 0.066 1.782 0.092 0.188 0.074
H -0.707 -0.316 -1.576 0.011 0.026 0.175
H -1.581 0.789 -0.479 0.045 -0.128 0.090
H 0.157 -2.789 0.711 0.990 -0.105 0.046
H -1.826 -1.883 -0.387 0.094 0.054 0.113
```
Positions in Å, forces in eV/Å.

Computed properties:
Energy relative to the best compared isomer or geometry (same formula, charge and spin)   480.36 kJ/mol
Charge   0
HOMO level (alpha / beta)   -0.3025 / -0.3024 hartree

The molecule C4H8N2O in a non-equilibrium geometry. Source: the OMol25 dataset; level of theory: ωB97M-V with the def2-TZVPD basis set.

Structure (XYZ):
```
15
Properties=species:S:1:pos:R:3:forces:R:3
C 1.439 0.291 -1.032 0.582 1.081 -0.775
C 1.184 0.929 0.306 0.679 -0.038 -0.543
C -1.371 1.004 0.021 1.276 -1.561 1.262
C 0.136 -1.028 0.156 0.484 -0.831 -1.813
N -0.640 -2.124 0.392 -0.135 0.341 0.069
O 0.975 -1.036 -0.842 -0.648 -0.693 1.510
N -0.014 0.178 0.726 -2.563 2.769 -0.204
H 2.467 0.260 -1.395 -0.197 -0.072 0.106
H -1.507 -1.966 0.888 0.254 0.016 0.012
H -0.694 -2.796 -0.357 0.061 0.028 -0.024
H 1.977 0.789 1.066 -0.088 -0.261 0.060
H 1.013 2.011 0.229 -0.163 -0.393 0.181
H -1.369 2.000 0.445 0.316 -0.065 0.194
H -2.173 0.425 0.463 -0.312 0.084 -0.208
H -1.423 1.062 -1.066 0.455 -0.405 0.173
```
Positions in Å, forces in eV/Å.

Computed properties:
Energy relative to the best compared isomer or geometry (same formula, charge and spin)   484.00 kJ/mol
Charge   0
HOMO level (alpha / beta)   -0.2185 / -0.2185 hartree

The molecule C4H8N2O. Source: the OMol25 dataset; level of theory: ωB97M-V with the def2-TZVPD basis set.

Structure (XYZ):
```
15
Properties=species:S:1:pos:R:3:forces:R:3
O -0.790 2.551 0.969 0.030 -0.369 -0.137
C -0.532 1.487 0.454 0.021 0.224 -0.060
N 0.537 1.285 -0.383 -0.131 0.146 0.049
C 0.609 0.033 -1.113 -0.046 -0.132 -0.122
C 0.663 -1.104 -0.096 0.035 -0.011 -0.042
C -0.515 -0.904 0.895 0.061 -0.134 0.085
N -1.326 0.294 0.621 -0.005 0.096 -0.102
H 0.986 2.118 -0.732 0.060 -0.084 0.079
H -0.292 -0.093 -1.740 0.306 0.009 -0.022
H 1.472 0.046 -1.781 -0.039 -0.009 0.140
H 1.619 -1.074 0.439 -0.129 0.029 -0.127
H 0.601 -2.067 -0.613 -0.022 0.086 0.085
H -0.146 -0.820 1.921 -0.041 -0.017 -0.144
H -1.201 -1.756 0.875 0.135 0.123 0.000
H -1.784 0.153 -0.280 -0.236 0.043 0.318
```
Positions in Å, forces in eV/Å.

Computed properties:
Energy relative to the best compared isomer or geometry (same formula, charge and spin)   76.30 kJ/mol
Structure (SMILES)   O=C1NCCCN1
Charge   0
HOMO level   -0.3572 hartree

A cluster of 2 separate species, C4H8N2O in total in a non-equilibrium geometry. Source: the OMol25 dataset; level of theory: ωB97M-V with the def2-TZVPD basis set.

Structure (XYZ):
```
15
Properties=species:S:1:pos:R:3:forces:R:3
C 0.523 0.129 1.143 -0.768 -2.714 -0.356
C -0.400 0.926 0.208 4.417 1.388 1.865
C 0.202 1.734 -0.735 -3.739 0.506 -0.061
N -0.982 2.372 -1.348 0.004 -1.186 3.118
C -2.133 1.953 -0.581 4.294 -1.750 1.184
N -1.699 1.169 0.476 -1.869 1.033 -3.436
H 0.904 -0.834 0.586 -0.219 2.052 0.705
H 1.389 0.607 1.704 -1.391 -0.299 -0.914
H -0.199 -0.381 1.809 0.643 0.532 0.487
H 1.202 2.199 -0.710 -0.695 -0.743 -0.697
H -0.878 2.349 -2.324 -0.762 0.747 -1.523
H -3.180 2.111 -0.765 0.088 0.430 -0.373
H 1.389 -4.201 -0.026 -4.420 5.382 0.432
H 1.912 -5.282 0.707 0.313 -0.533 0.234
O 1.951 -4.851 -0.144 4.103 -4.844 -0.666
```
Positions in Å, forces in eV/Å.

Computed properties:
Energy relative to the best compared isomer or geometry (same formula, charge and spin)   300.96 kJ/mol
Structure (SMILES)   Cc1c[nH]cn1.O
Charge   0
HOMO level   -0.3196 hartree